Record 1
Here is 12 unconnected molecules or ions with the total composition H24O12 from OMol25. Energies are from ωB97M-V with the def2-TZVPD basis set.

Structure (XYZ):
```
36
Properties=species:S:1:pos:R:3:forces:R:3
O -0.467310 0.275781 -0.572288 -0.11 -0.12 -0.25
H -0.177619 -0.634385 -0.443191 0.09 0.03 0.12
H -1.428897 0.223809 -0.531784 0.11 0.09 0.10
O 0.709437 4.837572 -0.129561 0.15 0.09 -0.11
H 1.347388 4.320470 -0.634155 -0.05 -0.03 0.09
H 1.143810 5.688903 -0.004879 -0.08 -0.07 0.02
O 1.498461 1.183937 -3.054899 0.01 -0.12 -0.03
H 1.144366 0.625295 -3.755988 0.08 0.09 0.03
H 0.742664 1.344515 -2.478726 -0.05 -0.08 0.19
O 3.888227 1.918949 0.473373 -0.01 -0.01 -0.13
H 3.470127 1.402463 -0.224785 0.01 0.12 0.06
H 4.692849 2.257528 0.064793 -0.03 -0.07 0.05
O -4.981145 -2.020425 0.095663 -0.03 0.15 -0.07
H -5.213184 -1.531876 -0.702126 -0.06 -0.18 0.07
H -5.781000 -1.986519 0.632388 0.09 0.02 0.01
O -5.391806 1.688860 0.144476 0.10 -0.21 -0.20
H -4.518668 1.354834 0.379092 -0.07 0.07 0.12
H -5.410533 1.640581 -0.817973 -0.07 0.14 0.09
O 2.022675 -3.015833 -0.048072 -0.33 0.05 -0.45
H 1.355807 -3.479482 -0.567019 -0.01 -0.02 0.01
H 2.666580 -2.722122 -0.702373 -0.04 -0.16 0.01
O -0.634216 -2.951841 2.957684 0.00 -0.10 0.14
H -1.058444 -2.964978 3.823044 0.00 0.04 -0.11
H 0.124778 -3.537087 3.059685 0.03 0.10 -0.08
O -3.639360 -1.924418 -3.017346 0.02 0.19 0.16
H -3.983463 -1.084732 -2.692523 0.07 -0.05 -0.17
H -2.939368 -2.148019 -2.393645 -0.08 -0.10 -0.02
O 4.829239 -0.833107 -1.596955 -0.24 -0.14 0.14
H 4.786331 -1.579197 -0.988268 0.18 0.06 -0.03
H 3.918996 -0.520531 -1.649328 0.01 0.09 -0.19
O -1.452326 3.246831 2.964285 -0.02 -0.16 0.17
H -1.893092 2.460723 3.305970 0.02 0.09 -0.04
H -0.580742 3.224262 3.375164 -0.03 0.05 -0.14
O 3.615843 -2.231111 1.909005 0.43 0.22 -0.01
H 3.113655 -1.565409 1.425644 -0.12 -0.10 0.19
H 4.495911 -2.190603 1.518070 0.01 0.02 0.25
```
Forces are in eV/Å.

Its HOMO energy is -11.2 eV. The value obtained for the energy relative to the best compared isomer or geometry (same formula, charge and spin) is 72.7 kcal per mole. The calculation puts the HOMO-LUMO gap at 10.8 eV. The net charge is 0. The calculation puts the LUMO energy at -0.389 eV. As for the SMILES: O.O.O.O.O.O.O.O.O.O.O.O.

These are the natural (NBO) partial charges, in e, on atoms 1 to 6: -0.946, 0.478, 0.469, -0.934, 0.469, 0.465


Record 2
Here is C9H18N2O4S in the gas phase in a non-equilibrium geometry from OMol25. Energies are from ωB97M-V with the def2-TZVPD basis set.

Structure (XYZ):
```
34
Properties=species:S:1:pos:R:3:forces:R:3
C 2.851999 -0.173091 2.752048 0.01 -0.13 0.23
S 2.050355 -1.771113 2.737562 -0.70 -0.25 -0.49
C 0.583816 -1.400504 1.696276 0.16 -0.50 0.04
C -0.478198 -0.544448 2.411414 0.81 -0.43 -0.23
C -1.689585 -0.329110 1.512248 -0.18 0.29 -0.53
N -1.345173 0.411092 0.275218 -0.16 1.18 2.09
C -1.123786 -0.177960 -0.890339 -0.71 -2.43 -1.07
O -1.433937 -1.364869 -1.062585 0.38 0.77 -0.31
C -0.460737 0.664559 -1.985542 -0.59 -0.07 1.23
N 0.301130 1.678928 -1.267724 0.79 0.85 -1.33
C 0.322773 -0.274166 -2.882654 -1.49 0.38 -1.06
C 1.006520 0.472792 -3.981849 0.63 0.71 -0.15
O 1.291825 -0.928008 -2.110420 -0.72 -1.16 0.33
C -2.824527 0.344185 2.281799 0.29 0.71 -0.54
O -2.991059 0.165242 3.442492 -0.33 -0.25 0.81
O -3.611396 1.172261 1.564415 0.65 -0.22 -0.83
H 3.005369 0.180566 1.731844 0.07 0.13 0.14
H 2.293333 0.530332 3.365982 0.05 0.19 -0.16
H 3.804105 -0.365901 3.243449 0.13 0.23 -0.13
H 0.199908 -2.394876 1.393935 -0.03 0.47 0.33
H 0.915650 -0.942346 0.752088 0.07 0.06 0.34
H 0.006237 0.414767 2.684564 -0.50 -0.27 -0.09
H -0.776660 -1.042847 3.342107 -0.04 0.22 -0.28
H -2.137522 -1.273709 1.188006 0.36 -0.12 -0.05
H -0.850270 1.296475 0.387461 -0.11 -0.16 -0.06
H -1.254611 1.154642 -2.566197 0.09 -0.08 0.14
H 0.434403 2.415442 -1.970946 0.30 0.00 0.75
H 1.236642 1.296158 -1.068722 -0.43 0.17 -0.08
H -0.492690 -0.913344 -3.312052 1.01 -0.21 0.36
H 1.479222 -0.174863 -4.726529 -0.13 0.03 0.24
H 1.788855 1.052771 -3.476456 0.13 0.04 -0.42
H 0.347890 1.187320 -4.495868 0.04 -0.30 0.13
H 0.733257 -1.581026 -1.638050 0.78 0.06 0.03
H -3.183139 1.214651 0.673022 -0.63 0.08 0.62
```
Forces are in eV/Å.

Its HOMO energy is -8.7 eV. The value obtained for the energy relative to the best compared isomer or geometry (same formula, charge and spin) is 0.0 kcal per mole. The calculation puts the HOMO-LUMO gap at 9.1 eV. The net charge is 0. The calculation puts the LUMO energy at 0.373 eV. As for the SMILES: CSCC[C@H](NC(=O)[C@@H](N)[C@@H](C)O)C(=O)O.

These are the natural (NBO) partial charges, in e, on atoms 1 to 6: -0.755, 0.202, -0.528, -0.423, -0.178, -0.652


Record 3
Here is 7 unconnected molecules or ions with the total composition C19H39BF3O25S6 in a non-equilibrium geometry from OMol25. Energies are from ωB97M-V with the def2-TZVPD basis set.

Structure (XYZ):
```
93
Properties=species:S:1:pos:R:3:forces:R:3
C -2.737575 1.920845 -7.082726 -0.35 0.15 0.28
C -4.103856 2.323269 -6.517832 0.28 0.42 0.31
C -4.067620 2.877132 -5.075253 -0.62 -0.32 -0.01
C -3.842209 1.808068 -3.977070 0.29 0.96 0.80
C -2.646929 2.125287 -3.011308 -0.01 -0.84 -0.67
B -1.195403 2.171738 -3.786795 0.41 0.47 0.35
C -0.125459 3.193228 -3.013671 -1.86 -0.57 -0.54
O 1.241475 2.653875 -3.173259 0.15 0.83 1.02
C 2.067491 2.990653 -2.212895 0.57 -1.12 -1.29
F 1.673510 2.633094 -0.963240 0.13 0.53 0.02
F 3.243868 2.307890 -2.423621 -0.20 0.33 0.28
F 2.425085 4.305368 -2.198159 -0.24 -0.07 0.49
H -2.826208 1.537878 -8.105373 0.05 0.05 0.09
H -2.269233 1.172153 -6.440538 0.03 0.02 -0.14
H -2.093022 2.802619 -7.060442 0.10 -0.19 -0.17
H -4.790235 1.466894 -6.528226 -0.01 0.13 -0.10
H -4.530591 3.126486 -7.135293 -0.05 -0.29 -0.17
H -5.064184 3.319855 -4.918038 0.13 -0.01 0.05
H -3.369070 3.713327 -4.964600 0.19 -0.26 -0.18
H -4.756557 1.776616 -3.364012 0.02 -0.24 -0.19
H -3.717731 0.815563 -4.418146 0.15 0.10 0.01
H -2.585739 1.266672 -2.325870 -0.11 0.27 0.16
H -2.854239 3.004837 -2.378765 -0.18 0.05 -0.29
H -1.289869 2.587052 -4.924964 0.01 -0.08 -0.13
H -0.659976 1.069224 -3.768156 -0.04 -0.19 -0.12
H -0.236349 4.180767 -3.474031 0.72 0.05 0.16
H -0.436143 3.256380 -1.964780 0.65 -0.06 0.10
C 0.479865 -2.274880 -2.594633 0.31 0.51 -0.27
C 0.187435 -1.807637 -1.186447 0.15 -0.44 0.24
O -1.121222 -1.234682 -1.262139 -0.05 -0.05 -0.28
S -1.987014 -2.015035 -2.362552 0.67 0.24 0.11
O -2.799425 -2.981960 -1.706306 -0.14 -0.04 -0.15
O -2.510360 -1.059055 -3.257220 -0.55 -0.21 -0.07
O -0.770768 -2.784588 -3.078825 -0.15 -0.16 0.45
H 0.780439 -1.442646 -3.235242 -0.04 0.03 0.04
H 1.242571 -3.049690 -2.623705 -0.20 -0.18 -0.04
H 0.906198 -1.072926 -0.833437 -0.20 0.18 -0.02
H 0.150837 -2.644031 -0.487364 0.07 0.01 -0.01
C -0.976182 -2.095909 3.843297 -0.16 0.32 -0.14
C -1.637909 -2.929604 2.765868 -0.26 -0.31 0.28
O -0.592759 -3.184791 1.818972 0.31 0.32 0.09
S 0.812263 -3.292439 2.584792 -0.42 0.09 0.15
O 1.104341 -4.661157 2.808852 0.64 1.16 -1.39
O 1.727033 -2.402507 1.958153 0.09 -0.15 -0.15
O 0.342071 -2.651424 3.978099 -0.10 -0.32 -0.22
H -0.878200 -1.053157 3.533628 -0.05 0.00 0.02
H -1.505838 -2.141146 4.794146 0.57 -0.13 -0.18
H -2.467347 -2.417000 2.289696 0.16 0.03 -0.23
H -1.980950 -3.890057 3.159847 -0.01 0.03 0.03
C 1.870680 -6.169281 7.595512 -0.39 0.08 0.20
C 1.765317 -7.664641 7.375077 0.46 -0.13 0.07
O 1.226572 -7.798291 6.059396 -0.15 0.36 0.07
S 1.748154 -6.574976 5.137387 -0.04 -0.01 0.27
O 2.868193 -7.019673 4.392334 0.01 0.06 -0.09
O 0.635366 -5.955259 4.529973 -0.40 -1.17 1.23
O 2.282528 -5.640873 6.335048 0.14 -0.36 -0.08
H 0.900994 -5.734536 7.849774 0.00 -0.03 0.04
H 2.594526 -5.913840 8.365689 0.12 0.10 -0.17
H 1.118677 -8.150112 8.101833 -0.15 -0.03 -0.18
H 2.750333 -8.138053 7.391212 0.00 0.03 0.07
C 4.651297 6.783408 -4.478712 -0.48 0.02 0.22
C 4.650004 5.309374 -4.814053 0.43 -0.23 0.24
O 4.215809 5.252093 -6.180100 -0.15 0.47 -0.03
S 4.728340 6.553894 -6.958425 -0.05 -0.25 0.49
O 5.923681 6.235121 -7.654637 0.00 0.18 -0.18
O 3.622355 7.157829 -7.605843 0.05 -0.03 -0.23
O 5.121649 7.429027 -5.669701 0.17 -0.27 -0.14
H 3.642451 7.143598 -4.267917 0.00 -0.04 0.02
H 5.301163 7.017637 -3.639426 0.15 0.11 -0.17
H 3.984429 4.736580 -4.173715 -0.18 -0.04 -0.24
H 5.656338 4.887272 -4.760095 0.00 0.03 0.03
C 3.841867 1.337671 1.131418 -0.53 -0.29 -0.18
C 3.458807 2.632315 1.808827 0.25 0.34 -0.32
O 3.772000 2.416563 3.194369 0.03 -0.42 0.02
S 5.044339 1.446046 3.309095 -0.34 0.11 -0.49
O 6.208261 2.237763 3.497778 0.14 -0.15 0.14
O 4.715382 0.380123 4.183180 0.13 0.07 0.24
O 5.041635 0.912528 1.798630 0.09 0.41 0.27
H 3.079689 0.569459 1.278661 0.00 0.02 0.00
H 4.024924 1.466213 0.067992 0.21 -0.04 0.05
H 2.407180 2.872819 1.685546 -0.02 -0.07 0.24
H 4.066046 3.465632 1.448185 -0.03 -0.01 -0.04
C -5.260714 -3.445920 6.675846 -0.02 -0.01 0.50
C -6.163268 -2.252594 6.443719 -0.32 -0.21 -0.39
O -5.263093 -1.159235 6.226366 0.32 -0.21 0.21
S -3.939588 -1.694560 5.497619 -0.78 -0.09 0.40
O -4.058429 -1.462868 4.104999 0.33 0.00 -0.09
O -2.818018 -1.258546 6.246510 0.00 0.21 -0.02
O -4.170460 -3.259542 5.766175 -0.16 0.25 -0.23
H -4.861439 -3.452180 7.692286 -0.03 0.00 0.00
H -5.760854 -4.390412 6.478057 0.15 -0.02 -0.20
H -6.813011 -2.048397 7.290266 0.15 0.22 0.04
H -6.768429 -2.379624 5.543449 -0.02 -0.04 0.03
```
Forces are in eV/Å.

Its HOMO energy is -5.2 eV. The calculation puts the HOMO-LUMO gap at 6.5 eV. The net charge is -1. The calculation puts the LUMO energy at 1.235 eV.

These are the Löwdin partial charges, in e, on atoms 1 to 6: -0.130, -0.278, -0.239, -0.236, -0.218, -0.461


Which value of net charge does entry 2 give? 0


Which formula does entry 1 have? H24O12


The highest HOMO energy belongs to which entry? C19H39BF3O25S6


What is the net charge in the third record? -1